(1)
Here is an isolated ion of composition C6H13NO and charge -1 at a distorted geometry from the OMol25 dataset. Energies are from ωB97M-V/def2-TZVPD.

Summary:
M = 115.2 g mol⁻¹
Relative energy (zero: lowest compared OMol25 entry of this formula, charge and spin) = 29.8 kcal/mol
<S²> = 0.754
2S+1 = 2
HOMO level (alpha / beta) = 0.8 / -3.0 eV
Net charge = -1

```
21
Properties=species:S:1:pos:R:3:mulliken_charge:R:1
C -0.4843 -1.5693 0.0369 -0.996
N 0.2734 -1.1098 1.1732 -0.010
C -0.3590 -0.1226 2.0227 -0.602
C 0.5356 1.0334 2.3210 -0.414
O 0.2512 2.1027 2.9326 -0.764
C -0.8356 -0.4132 -0.9379 -0.441
C 0.5877 1.4396 -1.8987 -1.378
C 0.3256 -0.0468 -1.9110 -0.440
H -1.4129 -2.0675 0.3742 0.294
H 0.1805 -2.2419 -0.5142 0.451
H 0.8047 -1.8051 1.6656 0.214
H -0.6569 -0.5567 3.0082 0.252
H -1.3722 0.2676 1.7263 0.147
H 1.5653 0.8780 1.9181 0.302
H -1.6778 -0.7981 -1.5197 0.343
H -1.1570 0.4217 -0.3207 0.351
H 1.2596 1.7773 -1.1016 0.350
H -0.2453 2.1298 -1.7552 0.344
H 1.1339 1.7138 -2.8171 0.368
H 1.1982 -0.5740 -1.5164 0.224
H 0.0850 -0.4589 -2.8864 0.405
```

(2)
Here is a 2-piece molecular cluster, C28H30BrF4N2O6S overall from the OMol25 dataset. Energies are from ωB97M-V/def2-TZVPD.

Summary:
M = 678.5 g mol⁻¹
HOMO level = -11.6 eV
Net charge = +1

```
72
Properties=species:S:1:pos:R:3:mulliken_charge:R:1
C -1.1588 -5.8009 -0.8439 -1.327
C -0.1293 -4.7281 -1.1893 0.232
Br 1.5733 -5.1736 -0.3084 -0.140
C -0.6123 -3.3143 -0.7996 -1.213
C 0.4731 -2.3503 -0.4795 0.047
N 1.2252 -1.7643 -1.4660 0.242
C 2.1466 -0.9862 -0.9253 -0.126
C 3.1121 -0.1976 -1.7800 0.920
F 4.2481 0.1106 -1.1308 -0.279
F 3.4303 -0.9881 -2.8379 -0.290
C 2.4248 1.0751 -2.3274 0.080
F 1.5070 0.6295 -3.2338 -0.249
F 3.3143 1.8563 -2.9462 -0.255
N 2.0141 -1.0429 0.3909 0.163
C 2.8296 -0.3405 1.3951 -1.379
C 3.4806 -1.3037 2.3976 0.323
C 4.8647 -0.8432 2.8791 -1.358
C 4.8354 0.1702 4.0414 -0.850
S 3.6439 -0.2776 5.2886 1.257
O 2.3981 0.3498 4.9377 -0.606
O 3.6457 -1.6951 5.4580 -0.603
O 4.1770 0.3962 6.6145 -0.489
C 0.9590 -1.9032 0.6965 0.342
C 0.4779 -2.2755 2.0583 -0.981
C 0.0003 -1.1314 2.9625 -0.306
O -0.0622 -1.6453 4.2751 -0.591
H -1.8568 -5.9464 -1.6686 0.356
H -1.7001 -5.5468 0.0665 0.365
H -0.6614 -6.7529 -0.6718 0.396
H 0.1043 -4.7679 -2.2504 0.428
H -1.2879 -3.3928 0.0494 0.473
H -1.1786 -2.9085 -1.6421 0.400
H 1.1070 -1.8921 -2.4608 0.300
H 1.8765 1.6198 -1.5549 0.365
H 3.5619 0.2931 0.9100 0.916
H 2.1392 0.3028 1.9360 0.169
H 2.8047 -1.4788 3.2237 -0.082
H 3.6031 -2.2691 1.8973 0.582
H 5.3550 -0.3259 2.0503 0.427
H 5.4814 -1.7023 3.1265 0.398
H 4.6277 1.1866 3.7100 0.379
H 5.8214 0.1966 4.5135 0.602
H 5.0914 0.6953 6.5188 0.373
H 1.2572 -2.8086 2.6045 0.297
H -0.3363 -2.9899 1.9401 0.447
H 0.6683 -0.2734 2.9375 0.109
H -0.9911 -0.7895 2.6514 0.390
H 0.3633 -1.0325 4.8850 0.355
C -6.7604 4.1436 -0.3395 -0.494
C -6.6206 2.8298 0.0934 -0.504
C -5.5871 2.0452 -0.3890 -0.532
C -4.6934 2.5688 -1.3152 0.151
C -4.8451 3.8846 -1.7638 0.140
C -5.8756 4.6704 -1.2656 -0.576
C -3.9256 4.4654 -2.7844 0.567
O -4.0467 5.6074 -3.1662 -0.642
C -2.8461 3.5870 -3.3267 0.454
C -1.9994 4.0804 -4.3132 -0.645
C -0.9821 3.2847 -4.8162 -0.611
C -0.8110 1.9915 -4.3323 -0.549
C -1.6563 1.4970 -3.3564 -0.650
C -2.6771 2.2874 -2.8497 0.195
C -3.5805 1.7163 -1.8093 0.526
O -3.4018 0.5909 -1.3847 -0.722
H -7.5648 4.7564 0.0444 0.411
H -7.3199 2.4190 0.8092 0.405
H -5.4668 1.0238 -0.0560 0.485
H -5.9779 5.6892 -1.6121 0.486
H -2.1459 5.0881 -4.6768 0.499
H -0.3219 3.6708 -5.5813 0.419
H -0.0262 1.3690 -4.7304 0.506
H -1.5369 0.4905 -2.9772 0.675
```

(3)
Here is C17H24F3IrNO6S4 as an isolated structure at a distorted geometry from the OMol25 dataset. Energies are from ωB97M-V/def2-TZVPD.

Summary:
M = 715.9 g mol⁻¹
Relative energy (zero: lowest compared OMol25 entry of this formula, charge and spin) = 87.0 kcal/mol
<S²> = 0.757
2S+1 = 2
HOMO level (alpha / beta) = -7.4 / -7.4 eV
Net charge = 0

```
56
Properties=species:S:1:pos:R:3:mulliken_charge:R:1
Ir -0.2461 -0.3939 0.5127 1.241
C -0.4847 -2.3749 3.5799 -0.941
C -0.7184 -0.9355 4.0184 -0.892
S -1.4976 0.2601 2.8698 0.041
C -3.2372 -0.3024 2.6638 -0.939
C -3.4457 -1.6210 1.9538 -0.521
S -2.7332 -1.6078 0.2390 -0.050
C -2.1822 -3.3737 0.2176 -0.674
C -1.2047 -3.8466 1.2841 -0.932
S 0.0850 -2.6477 1.8600 0.014
H -1.3721 -2.9864 3.7363 0.601
H 0.3366 -2.7650 4.1851 0.551
H 0.2462 -0.4618 4.1995 0.370
H -1.2878 -0.9281 4.9493 0.615
H -3.6859 0.5093 2.0900 0.393
H -3.6961 -0.3377 3.6522 0.530
H -4.5135 -1.8142 1.8420 0.536
H -2.9959 -2.4392 2.5065 0.158
H -1.7488 -3.4774 -0.7739 0.363
H -3.0892 -3.9765 0.2645 0.473
H -0.6296 -4.6768 0.8757 0.472
H -1.7216 -4.2099 2.1686 0.439
N 0.7422 -1.0385 -1.6304 -0.368
C 1.1200 0.0375 -2.4705 0.601
C 0.5856 0.1771 -3.7486 -0.789
C 1.0103 1.2178 -4.5626 -0.935
C 1.9398 2.0947 -4.0651 0.140
C 2.4727 2.0036 -2.8022 -1.172
C 2.0476 0.9649 -1.9933 0.139
S 2.6082 3.3859 -5.1953 1.205
O 2.8755 4.4765 -4.2864 -0.682
O 1.5334 3.5897 -6.1371 -0.686
O 3.7588 2.6490 -5.6841 -0.660
H 0.2469 -1.7580 -2.1479 0.181
H 1.5629 -1.4195 -1.1655 0.332
H -0.1440 -0.5275 -4.1200 0.309
H 0.6410 1.3596 -5.5647 0.506
H 3.2056 2.7212 -2.4706 0.503
H 2.4223 0.8658 -0.9872 0.515
F 4.6026 -0.6552 3.2106 -0.252
C 4.0874 -0.4394 1.9957 0.675
F 4.3517 0.8325 1.6678 -0.245
F 4.7730 -1.2130 1.1310 -0.267
C 2.5506 -0.7595 1.9150 0.191
O 2.0341 -1.3488 2.8511 -0.593
O 2.0340 -0.3766 0.8487 -0.568
C -0.4574 3.6674 0.3218 -0.853
O -0.4854 2.2907 0.6401 -0.039
C -1.2926 1.4184 -0.0502 0.465
C -2.2379 1.9310 -1.0845 -1.644
H -0.2074 3.8279 -0.7304 0.352
H 0.3180 4.1043 0.9507 0.246
H -1.4249 4.1338 0.5447 0.342
H -2.9712 2.6256 -0.6573 0.492
H -2.7777 1.1027 -1.5365 0.293
H -1.7040 2.4644 -1.8791 0.419
```

(4)
Here is one molecule with the formula C23H28N4O5S at a distorted geometry from the OMol25 dataset. Energies are from ωB97M-V/def2-TZVPD.

Summary:
M = 472.6 g mol⁻¹
Relative energy (zero: lowest compared OMol25 entry of this formula, charge and spin) = 2.0 kcal/mol
HOMO level = -8.6 eV
Net charge = 0
SMILES string = CC[C@@H]1CCCCN1C(=O)Cn1c(=O)n(CCC(=O)NCc2ccco2)c(=O)c2sccc21

```
61
Properties=species:S:1:pos:R:3:mulliken_charge:R:1
C -6.9228 -0.9976 2.0818 -1.423
H -7.9227 -0.6347 1.8562 0.405
C -5.8962 -0.2885 1.2064 -0.513
H -6.1348 -0.4779 0.1575 0.433
H -5.9612 0.7864 1.3797 0.276
C -4.4743 -0.7995 1.4720 -0.383
N -3.5882 -0.5518 0.3381 0.061
C -3.0253 -1.6049 -0.2763 1.002
O -3.3583 -2.7557 -0.0459 -0.697
C -1.9071 -1.3365 -1.2935 -1.429
N -0.7496 -0.7037 -0.6891 0.252
C -0.0634 -1.3392 0.3136 0.367
C 1.0443 -0.7375 0.8817 0.690
C 1.5702 0.5114 0.4205 0.707
O 2.5464 1.0891 0.8552 -0.701
N 0.8148 1.0507 -0.6258 0.098
C -0.2933 0.4835 -1.2180 0.575
O -0.8759 1.0334 -2.1325 -0.683
C 1.3867 2.2025 -1.3082 -1.073
C 2.2425 1.7277 -2.4930 -0.981
C 3.1378 0.5933 -2.0104 0.540
O 2.7842 -0.5695 -2.0493 -0.654
N 4.3195 0.9901 -1.5046 0.021
H 4.5064 1.9730 -1.3863 0.247
C 5.2131 0.0722 -0.8210 -0.478
C 6.6020 0.1789 -1.3521 0.123
C 7.2355 -0.4688 -2.3719 -0.516
C 8.5408 0.0767 -2.4392 -0.459
C 8.6017 1.0166 -1.4589 -0.458
O 7.4349 1.0888 -0.7979 -0.342
H 9.3869 1.6735 -1.1413 0.455
H 9.3195 -0.1966 -3.1211 0.422
H 6.8231 -1.2383 -2.9912 0.486
H 4.8159 -0.9303 -0.9947 0.434
H 5.2030 0.2912 0.2523 0.303
H 1.5826 1.3370 -3.2686 0.402
H 2.8233 2.5588 -2.8904 0.409
H 0.5704 2.8365 -1.6576 0.469
H 1.9954 2.7324 -0.5731 0.591
S 1.7483 -1.7181 2.1169 -0.203
C 0.5441 -2.9145 1.8656 -0.477
C -0.3490 -2.5996 0.8902 -1.472
H -1.1688 -3.2321 0.6051 0.515
H 0.5612 -3.8061 2.4606 0.509
H -2.2479 -0.6939 -2.1086 0.569
H -1.6187 -2.3080 -1.7072 0.410
C -3.2867 0.8435 0.1109 -1.112
H -2.7071 0.9777 -0.7986 0.345
C -2.5579 1.4232 1.3240 -0.045
C -3.4342 1.2533 2.5618 -0.963
C -3.8228 -0.2141 2.7321 -0.749
H -4.5042 -0.3264 3.5755 0.295
H -2.9225 -0.7943 2.9505 0.361
H -4.3291 1.8699 2.4592 0.375
H -2.8993 1.5940 3.4500 0.422
H -2.3374 2.4771 1.1492 0.441
H -1.6109 0.8980 1.4703 0.027
H -4.2339 1.3758 -0.0239 0.538
H -4.5260 -1.8889 1.5732 0.577
H -6.8980 -2.0698 1.9037 0.354
H -6.7270 -0.8194 3.1364 0.305
```